(1)
116
Properties=species:S:1:pos:R:3:forces:R:3 method="wB97M-V/def2-TZVPD" e_homo_ev="-9.53 / -9.56" s_squared=0.7830 spin_multiplicity=2 total_charge=+1
In 0.15264 -0.09979 -0.10273 0.48 -0.16 -0.23
C -0.24234 1.43529 2.75805 0.00 -0.10 -0.06
C 0.74421 2.53833 2.35966 -0.04 0.00 -0.07
C 0.71584 3.14708 0.95069 0.06 0.05 0.05
C 1.13221 4.64862 0.86239 0.04 0.00 -0.03
C 1.59135 5.13600 -1.25594 -0.05 -0.01 0.04
C 1.21581 4.35907 -2.47627 -0.01 0.05 0.04
C 0.82322 3.09532 -2.37283 -0.01 -0.02 0.13
N 0.79164 2.45528 -1.09448 -0.02 0.08 0.01
N 0.01654 0.05318 2.26612 -0.21 -0.02 -0.02
C 1.18324 -0.57075 2.89059 -0.01 -0.02 -0.08
C 1.67020 -1.78047 2.11186 -0.21 0.06 -0.07
C 2.60670 -2.64644 2.65266 -0.02 -0.03 0.04
C 3.03638 -3.71966 1.89325 0.04 -0.04 0.00
C 2.51815 -3.90590 0.61838 0.01 -0.06 0.01
C 1.59081 -3.00068 0.14737 -0.13 0.12 0.15
N 1.17267 -1.96394 0.88787 0.28 0.01 0.01
C -1.18476 -0.78658 2.52844 0.06 0.09 -0.01
C -2.28760 -0.53212 1.52039 0.10 0.07 -0.08
C -3.43663 0.18748 1.87046 -0.01 -0.06 0.07
C -4.31952 0.56876 0.85183 0.01 0.03 -0.01
C -4.11910 0.12091 -0.41863 0.07 -0.09 0.02
C -3.01438 -0.79430 -0.71980 0.21 -0.05 0.06
N -2.03430 -0.98181 0.31000 -0.19 0.10 -0.11
H -0.27964 1.39229 3.85335 0.05 0.00 0.04
H -1.23235 1.70608 2.40002 0.00 0.00 0.04
H 0.54650 3.34705 3.06762 -0.04 0.02 -0.01
H 1.76718 2.22066 2.58836 0.01 0.03 0.03
H 1.31484 5.13471 1.81879 -0.02 0.01 0.00
H 2.16529 6.01991 -1.52240 -0.02 0.04 0.01
H 1.23724 4.83958 -3.44698 0.03 -0.01 0.03
H 0.49853 2.49951 -3.21738 -0.01 -0.03 0.02
H 1.99518 0.15434 2.93192 0.01 0.02 -0.01
H 0.95936 -0.86735 3.92179 0.02 -0.02 0.04
H 2.98754 -2.47817 3.65203 0.00 0.00 -0.02
H 3.77056 -4.40822 2.29154 -0.01 0.01 -0.01
H 2.82929 -4.73450 -0.00230 0.00 0.02 0.01
H 1.16518 -3.06652 -0.84790 -0.03 0.01 0.03
H -0.88375 -1.82783 2.43114 -0.02 -0.05 0.04
H -1.53994 -0.62256 3.55000 -0.02 0.04 0.02
H -3.60161 0.48134 2.89802 0.04 0.01 -0.01
H -5.16518 1.20558 1.07707 0.00 -0.01 -0.02
H -4.81186 0.36959 -1.20931 -0.02 0.00 0.01
H -3.41062 -1.76000 -1.04928 0.11 -0.08 -0.04
C 4.25069 1.98980 0.28729 -0.01 0.06 0.02
C 2.78984 1.73761 0.17331 -0.12 -0.05 -0.14
O 2.33350 0.61731 0.38076 0.05 -0.08 0.03
C 1.82364 2.84711 -0.11973 0.01 -0.14 -0.05
C 2.27212 4.31232 -0.13329 -0.03 0.09 -0.02
C 0.42601 5.50472 -0.22575 0.00 -0.11 -0.03
C -0.96462 5.09224 -0.56733 0.04 -0.02 0.01
C -1.31676 3.81364 -0.52552 -0.01 0.03 -0.01
C -0.36352 2.73151 -0.12425 0.04 -0.09 -0.07
O -1.03570 1.57696 0.10941 -0.16 0.15 0.03
H 4.78286 1.06445 0.48432 0.01 -0.03 -0.01
H 4.43912 2.71441 1.08522 0.00 -0.02 -0.03
H 4.60548 2.44033 -0.64356 0.00 0.00 0.01
H 3.31895 4.52357 0.07424 -0.02 -0.04 -0.02
H 0.46438 6.56446 0.01802 0.03 0.01 0.00
H -1.68213 5.84963 -0.86262 0.02 -0.01 0.00
H -2.32045 3.48100 -0.76805 0.03 0.01 0.01
C -8.04920 1.40638 -4.77759 0.04 -0.03 0.01
C -6.68830 0.93034 -4.34233 -0.02 0.02 -0.01
C -5.58509 1.76991 -4.37924 -0.01 0.02 -0.05
C -4.32304 1.35100 -3.96361 -0.02 0.11 -0.04
C -3.19456 2.36103 -4.07777 -0.04 -0.05 0.01
C -4.14604 0.04160 -3.48826 0.00 -0.08 0.24
Te -2.06056 -0.31096 -2.77516 -0.52 0.26 0.01
N 0.12895 -0.86902 -1.99947 -0.06 0.15 -0.09
C 0.78342 -0.32850 -3.03809 -0.08 -0.19 0.05
O 0.19802 -0.01203 -4.10233 0.11 -0.08 0.04
C 2.27934 -0.12764 -3.02364 -0.04 -0.01 0.05
C 3.11705 -0.89641 -2.22619 0.00 -0.12 0.13
C 4.49493 -0.72787 -2.27743 -0.03 0.05 0.00
C 5.04448 0.22851 -3.12209 -0.03 -0.01 0.01
C 4.21185 0.99700 -3.92872 0.02 -0.03 0.02
C 2.83920 0.80475 -3.89260 0.05 0.06 0.06
C -1.94857 -2.16329 -3.80228 0.04 0.18 -0.01
C -1.71996 -3.38933 -3.18038 0.06 -0.08 0.09
C -1.62018 -3.58577 -1.68936 -0.04 0.06 0.03
C -1.61663 -4.52645 -3.98045 0.00 -0.02 0.00
C -1.72504 -4.47279 -5.36034 -0.01 0.01 -0.01
C -1.59955 -5.70744 -6.21132 -0.01 0.02 0.03
C -1.94242 -3.23105 -5.94433 -0.01 -0.01 -0.05
C -2.05732 -2.06655 -5.19780 -0.09 0.01 -0.12
C -2.29376 -0.77312 -5.94087 0.00 -0.06 0.07
C -5.25444 -0.82260 -3.44821 -0.01 -0.06 -0.06
C -5.19944 -2.24255 -2.93003 0.04 0.05 0.02
C -6.49684 -0.36561 -3.88135 0.02 0.00 0.01
H -7.97711 2.29190 -5.40805 0.01 -0.01 0.01
H -8.66485 1.66455 -3.91332 0.01 -0.01 0.01
H -8.57818 0.63265 -5.33437 0.01 0.00 0.01
H -5.70253 2.77981 -4.75986 0.00 -0.02 0.01
H -3.52760 3.22128 -4.65654 -0.02 0.01 0.01
H -2.31315 1.95491 -4.57781 -0.02 -0.01 -0.01
H -2.86720 2.73149 -3.10257 0.00 -0.04 0.02
H 2.68710 -1.65390 -1.57644 0.09 0.19 -0.14
H 5.13894 -1.35048 -1.66785 0.00 0.01 -0.01
H 6.11860 0.36030 -3.16937 -0.02 0.00 0.01
H 4.63578 1.73017 -4.60333 0.00 -0.01 0.01
H 2.18308 1.36673 -4.54240 0.00 0.00 -0.02
H -1.14726 -2.74421 -1.18686 -0.03 -0.02 -0.07
H -1.04056 -4.48235 -1.46792 0.00 -0.01 -0.02
H -2.60894 -3.73680 -1.24427 0.00 -0.02 -0.03
H -1.44493 -5.48300 -3.49699 0.00 0.01 -0.02
H -1.47230 -6.59942 -5.59940 0.00 0.01 0.00
H -0.74249 -5.63200 -6.88271 0.00 0.01 0.02
H -2.48590 -5.84545 -6.83249 0.00 0.01 0.01
H -2.01888 -3.15797 -7.02413 0.01 -0.02 0.01
H -2.21434 -0.94470 -7.01267 0.04 0.00 -0.01
H -1.55276 -0.01812 -5.67100 0.02 -0.03 0.04
H -3.29050 -0.37518 -5.74123 0.07 -0.05 -0.04
H -4.29801 -2.76665 -3.24174 0.02 0.01 0.00
H -6.05710 -2.80882 -3.29136 0.01 0.00 -0.02
H -5.25455 -2.27137 -1.83678 -0.01 0.02 -0.02
H -7.34178 -1.04773 -3.85912 0.02 0.02 0.00

=====

(2)
128
Properties=species:S:1:pos:R:3:forces:R:3 method="wB97M-V/def2-TZVPD" e_homo_ev=-8.72 spin_multiplicity=1 smiles="CCCCO[C@]1(P(O)O)[C@H](O)[C@](COC(C)=O)(C[C@H](C)O)S(=O)(=O)O[C@@]1(CCCSC(=S)n1ccnc1)C[C@H]1CO1.O=C1c2ccccc2C(=O)c2ccccc21.O=C1c2ccccc2C(=O)c2ccccc21" total_charge=0
C 3.70064 -2.26805 4.67721 0.20 0.03 -0.24
C 3.07742 -1.65455 3.42628 0.06 0.20 0.66
C 1.65032 -1.16592 3.67837 0.33 -0.20 -0.81
C 1.14342 -0.40085 2.45399 0.84 0.00 0.58
O -0.25918 -0.60461 2.34151 0.14 0.15 -0.31
C -1.02465 0.04395 1.34827 -1.15 -0.03 0.83
P -2.18698 -1.43930 0.93202 1.72 -0.33 -0.55
O -3.51681 -0.76227 0.22742 -0.12 0.03 0.78
O -2.63777 -2.07667 2.36574 -0.60 0.30 -0.13
C -0.43001 0.28760 -0.05024 -0.47 0.18 -0.66
O 0.54211 -0.68558 -0.36302 0.31 0.22 0.31
C 0.01143 1.72341 -0.49269 0.41 -0.37 -0.32
C 0.07694 1.59598 -2.02545 0.78 -0.51 -0.19
O 0.40183 2.84957 -2.60154 -0.67 0.41 0.19
C -0.17051 3.08734 -3.81148 0.05 -0.49 -0.49
C -0.55158 4.51653 -4.03593 0.64 0.16 -0.08
O -0.32187 2.20791 -4.62208 -0.20 0.20 0.35
C 1.43039 2.11561 -0.01252 -0.02 0.27 0.35
C 1.76505 3.51214 0.50072 0.54 0.43 0.11
C 1.89675 4.60362 -0.54617 -0.07 0.34 0.32
O 3.04584 3.32032 1.12676 0.02 -0.25 0.02
S -1.41590 2.81930 -0.18958 -0.53 0.81 -1.14
O -1.05400 4.09654 0.33853 0.27 -0.30 0.61
O -2.18240 2.86032 -1.40019 -0.12 -0.40 0.18
O -2.33351 2.00434 0.81555 0.60 -0.11 0.15
C -1.71361 1.29939 1.95400 0.23 0.01 0.12
C -0.75170 2.23989 2.70694 -0.17 -0.05 0.00
C -0.44507 1.92795 4.16248 0.46 0.23 0.33
C 0.41986 3.02792 4.78905 0.26 -0.56 0.25
S -0.43892 4.59229 5.02737 -0.35 0.22 0.06
C 0.14964 5.59808 3.69376 0.24 -0.22 0.09
S 1.73324 5.74998 3.35322 0.04 -0.07 -0.22
N -0.84252 6.25986 2.99940 0.43 -0.07 0.13
C -0.70534 6.86275 1.75907 0.28 0.10 -0.08
C -1.91656 7.34680 1.46513 -0.03 0.35 -0.53
N -2.81908 7.10394 2.48255 -0.54 0.37 -0.26
C -2.16107 6.46109 3.37351 0.02 -0.47 0.38
C -2.91313 0.95606 2.83306 -1.42 0.99 -0.33
C -3.73307 2.21617 3.14145 -0.68 0.95 -0.04
C -4.69689 2.12799 4.43740 1.84 -1.79 -0.58
O -3.32778 2.90034 4.21200 0.36 -0.80 0.38
H 3.83010 -1.51976 5.45892 -0.14 0.02 0.09
H 4.69663 -2.64099 4.44037 0.03 -0.14 0.07
H 3.10393 -3.09089 5.06795 -0.03 -0.04 0.05
H 3.10945 -2.37585 2.61075 -0.07 0.07 -0.15
H 3.68802 -0.78724 3.16140 0.05 -0.06 -0.31
H 1.69362 -0.52448 4.55783 -0.42 -0.12 0.20
H 0.99450 -2.02569 3.81395 -0.10 0.05 0.36
H 1.70565 -0.75095 1.59046 -0.40 -0.12 -0.27
H 1.41301 0.64876 2.58938 -0.25 0.15 -0.09
H -4.32988 -1.15399 0.56793 -0.19 0.07 -0.29
H -3.55934 -1.94523 2.61985 0.07 0.11 0.25
H -1.27441 0.11306 -0.73411 -0.22 -0.02 0.17
H 0.32703 -1.07278 -1.21421 -0.01 -0.11 -0.02
H 0.89471 0.90464 -2.23334 0.02 -0.05 0.01
H -0.82225 1.16948 -2.46022 -0.20 0.28 -0.04
H 0.03883 4.88677 -4.87406 -0.03 0.02 -0.08
H -1.59589 4.57340 -4.32440 -0.11 -0.07 0.11
H -0.33621 5.13195 -3.16928 -0.17 0.01 0.10
H 1.76204 1.43234 0.76310 -0.18 -0.08 0.10
H 2.13010 1.93168 -0.82783 -0.08 -0.04 -0.14
H 1.09324 3.88253 1.27033 -0.33 -0.25 -0.06
H 2.12083 5.53335 -0.01523 0.07 0.05 0.00
H 2.72928 4.41335 -1.22077 -0.09 -0.19 -0.16
H 0.97035 4.77668 -1.08280 -0.01 -0.12 -0.16
H 3.27902 4.13546 1.58176 -0.01 0.07 0.00
H 0.19213 2.29622 2.17054 0.05 0.05 -0.07
H -1.18632 3.24041 2.66381 -0.07 0.04 0.00
H 0.14507 1.02309 4.28968 -0.12 -0.20 -0.19
H -1.32815 1.81466 4.78271 -0.19 0.04 -0.16
H 0.69025 2.69664 5.79171 0.02 0.11 0.09
H 1.36314 3.15826 4.25980 -0.05 0.30 -0.13
H 0.19627 6.87379 1.17982 0.19 -0.17 0.18
H -2.15032 7.85223 0.54529 -0.38 0.07 0.04
H -2.54035 6.10497 4.31407 -0.06 -0.08 0.05
H -2.65671 0.51085 3.78697 0.28 -0.30 -0.14
H -3.65407 0.36880 2.29275 0.40 -0.44 -0.09
H -4.16496 2.72755 2.28644 0.07 0.24 0.11
H -4.65408 2.19167 5.52275 -1.62 1.38 0.00
H -4.48965 1.02323 4.46516 0.56 0.08 0.64
C -2.87892 -4.18104 -0.62149 0.14 0.11 0.00
C -3.54053 -4.08106 -1.84226 0.00 0.01 0.03
C -4.31211 -5.13198 -2.30878 0.03 0.11 -0.02
C -4.42007 -6.29669 -1.55911 0.02 -0.06 0.06
C -3.74235 -6.40801 -0.34251 -0.06 -0.05 -0.05
C -2.98140 -5.34362 0.12551 0.05 0.11 0.01
C -3.80797 -7.66295 0.46070 0.04 -0.01 0.07
O -3.22635 -7.75887 1.52018 0.00 0.00 0.01
C -4.60634 -8.79948 -0.08305 0.00 0.06 -0.07
C -4.64043 -9.99763 0.61898 -0.03 -0.11 0.03
C -5.38574 -11.05972 0.13705 -0.02 0.02 -0.03
C -6.10740 -10.92771 -1.04460 0.02 0.01 0.02
C -6.07357 -9.73766 -1.75070 -0.05 -0.11 -0.01
C -5.31740 -8.67270 -1.27788 0.05 0.06 0.04
C -5.26990 -7.41002 -2.07029 -0.05 0.00 -0.07
O -5.89972 -7.29447 -3.09979 0.00 0.00 -0.01
H -2.27647 -3.33830 -0.24945 -0.30 -0.76 -0.37
H -3.45405 -3.17535 -2.43033 -0.01 0.01 0.01
H -4.83267 -5.05996 -3.25370 -0.04 -0.07 0.01
H -2.46911 -5.43365 1.07430 -0.01 -0.07 0.00
H -4.07900 -10.08968 1.53822 0.02 0.08 0.01
H -5.40737 -11.99371 0.68266 0.00 -0.01 0.00
H -6.69421 -11.75738 -1.41579 0.00 -0.01 0.00
H -6.62770 -9.62637 -2.67221 0.03 0.07 -0.02
C 8.67760 1.25215 -2.69205 0.00 0.01 -0.03
C 8.90339 1.77859 -3.95940 -0.02 -0.01 0.03
C 7.88511 1.79588 -4.89698 0.11 0.04 0.01
C 6.63772 1.27677 -4.57497 -0.07 -0.06 0.03
C 6.41748 0.72930 -3.30939 -0.05 0.01 -0.07
C 7.43828 0.72812 -2.36738 0.11 0.01 0.05
C 5.10153 0.12665 -2.95250 -0.01 -0.02 0.09
O 4.90486 -0.34369 -1.85197 -0.01 0.00 0.01
C 4.03529 0.11480 -3.99386 0.09 0.05 -0.03
C 2.81768 -0.48765 -3.70369 -0.16 -0.05 -0.01
C 1.80710 -0.49540 -4.64841 0.03 0.02 -0.01
C 2.00310 0.10456 -5.88822 0.00 -0.03 0.03
C 3.21642 0.69895 -6.18566 -0.10 -0.03 -0.02
C 4.23938 0.70019 -5.24383 0.04 0.01 0.06
C 5.54886 1.32204 -5.59400 0.01 0.04 -0.07
O 5.72470 1.84500 -6.67334 0.00 0.00 -0.01
H 9.47290 1.24762 -1.95857 0.01 0.00 0.00
H 9.87621 2.17777 -4.21399 0.01 0.01 0.00
H 8.04924 2.20805 -5.88280 -0.08 0.00 -0.02
H 7.25386 0.31260 -1.38654 -0.07 -0.03 -0.02
H 2.67436 -0.94763 -2.73402 0.10 0.02 0.04
H 0.85886 -0.96439 -4.41908 -0.03 0.02 -0.04
H 1.20661 0.10699 -6.61936 -0.02 0.02 0.01
H 3.38062 1.16565 -7.14680 0.08 0.01 0.01

=====

| no. | calculated total energy (Ha) |
| --- | --- |
| 1 | -2971.266646 |
| 2 | -4788.396148 |